# 1
Entry from OMol25: a molecular structure, C42H56B2LuN12O2S4 (wB97M-V/def2-TZVPD).

Each line ends with the Mulliken charge.
Atoms and positions in Å:
Lu1 -1.8326 -2.0293 -0.7442  1.506
C1 1.0616 1.1182 -5.0365  -1.560
C2 1.7996 1.3231 -3.7520  -0.077
C3 2.9131 2.1107 -3.5966  -0.233
C4 3.5245 2.3035 -2.3349  -0.408
N1 3.0462 1.7235 -1.2476  -0.361
N2 1.9870 0.9671 -1.4137  0.613
B1 1.0671 0.1369 -0.4321  -0.744
N3 0.4520 1.0506 0.6381  0.832
N4 1.5076 1.4847 1.3558  -0.418
C5 1.3208 2.3109 2.3374  0.020
C6 0.0178 2.7966 2.6200  -0.497
C7 -1.0509 2.3673 1.9026  0.224
C8 -2.4390 2.8562 2.1816  -1.521
C9 -0.8300 1.3890 0.8760  -0.154
S1 -2.1507 0.7101 0.0377  0.058
C10 2.5312 2.7499 3.1450  2.315
C11 3.7919 2.0164 2.6840  -1.899
C12 2.2767 2.4343 4.6271  -1.789
C13 2.7193 4.2633 2.9596  -1.569
N5 1.8090 -1.0814 0.1317  1.005
N6 2.9607 -1.3119 -0.5199  -0.555
C14 3.6856 -2.3371 -0.1851  -0.097
C15 3.2916 -3.1809 0.8817  -0.654
C16 2.1176 -2.9685 1.5312  0.020
C17 1.6240 -3.8747 2.6127  -1.834
C18 1.2993 -1.8879 1.0803  1.131
S2 -0.2863 -1.6630 1.6766  -0.427
C19 4.9877 -2.5204 -0.9592  2.208
C20 4.7307 -2.3235 -2.4589  -1.490
C21 5.9654 -1.4404 -0.4629  -1.489
C22 5.5938 -3.9042 -0.7277  -2.232
C23 1.3651 0.7377 -2.5630  0.474
S3 0.0162 -0.2419 -2.0939  0.009
C24 4.7513 3.1851 -2.1281  2.399
C25 5.1873 3.8670 -3.4240  -2.384
C26 4.4130 4.2579 -1.0798  -1.318
C27 5.8939 2.3057 -1.6002  -1.463
H1 1.5744 1.5998 -5.8655  0.423
H2 0.0537 1.5329 -4.9541  0.342
H3 0.9522 0.0532 -5.2539  0.342
H4 3.3244 2.6106 -4.4647  0.596
H5 -0.1280 3.5113 3.4216  0.438
H6 -2.4376 3.5717 3.0024  0.470
H7 -3.0918 2.0177 2.4317  0.166
H8 -2.8634 3.3258 1.2913  0.327
H9 3.7098 0.9428 2.8702  0.318
H10 4.6512 2.3993 3.2389  0.516
H11 3.9688 2.1547 1.6158  0.197
H12 2.1045 1.3652 4.7722  0.356
H13 1.4157 2.9782 5.0224  0.348
H14 3.1511 2.7225 5.2136  0.469
H15 2.9071 4.5074 1.9108  0.236
H16 3.5752 4.6009 3.5475  0.493
H17 1.8430 4.8253 3.2922  0.332
H18 3.9168 -4.0179 1.1638  0.444
H19 2.4009 -4.5747 2.9156  0.446
H20 0.7571 -4.4355 2.2559  0.363
H21 1.2862 -3.3026 3.4773  0.362
H22 4.2655 -1.3551 -2.6500  0.109
H23 4.0757 -3.1074 -2.8494  0.356
H24 5.6783 -2.3696 -3.0001  0.478
H25 5.5386 -0.4485 -0.6219  0.067
H26 6.9119 -1.5097 -1.0052  0.453
H27 6.1732 -1.5597 0.6044  0.402
H28 4.8919 -4.7020 -0.9854  0.478
H29 5.9209 -4.0418 0.3056  0.384
H30 6.4732 -4.0163 -1.3637  0.450
H31 4.3977 4.5018 -3.8353  0.483
H32 5.4938 3.1435 -4.1844  0.471
H33 6.0459 4.5046 -3.2131  0.402
H34 3.6439 4.9406 -1.4520  0.398
H35 5.3065 4.8422 -0.8498  0.440
H36 4.0547 3.7953 -0.1600  0.017
H37 6.1477 1.5155 -2.3124  0.374
H38 5.6153 1.8453 -0.6514  0.182
H39 6.7840 2.9180 -1.4396  0.488
O1 0.1170 -3.1588 -0.9466  0.122
N7 0.6923 -4.1869 -1.4370  -0.558
C28 0.0974 -4.8641 -2.3922  0.433
C29 -1.1692 -4.3282 -2.7615  0.571
N8 -1.9646 -3.5148 -2.5971  -0.581
C30 0.7440 -5.9957 -2.9799  -0.266
N9 1.2620 -6.8941 -3.4749  -0.417
C31 -7.0520 2.4432 0.3611  -1.427
C32 -5.6166 2.3431 -0.1543  0.694
C33 -5.5109 1.6584 -1.5144  -1.028
N10 -5.8506 0.2379 -1.4072  -0.087
C34 -5.0685 -0.7884 -1.6763  0.452
S4 -3.5865 -0.6515 -2.5168  -0.379
N11 -5.4976 -2.0310 -1.2999  0.143
C35 -6.5495 -2.4179 -0.4238  -0.174
O2 -7.0850 -3.4749 -0.6143  -0.552
C36 -6.9019 -1.5167 0.7092  -0.196
C37 -8.2389 -1.4293 1.0842  -0.226
C38 -8.6000 -0.6711 2.1871  -0.707
C39 -7.6231 -0.0249 2.9347  -0.545
C40 -6.2858 -0.1283 2.5698  -0.764
C41 -5.9249 -0.8614 1.4512  0.728
H40 -7.0880 2.9794 1.3099  0.405
H41 -7.4915 1.4550 0.5383  0.223
H42 -7.6876 2.9773 -0.3501  0.365
H43 -5.0003 1.7889 0.5595  -0.470
H44 -5.1868 3.3428 -0.2558  0.483
H45 -4.5044 1.7316 -1.9112  0.393
H46 -6.2010 2.1167 -2.2252  0.399
H47 -6.7282 0.0346 -0.9485  0.214
H48 -5.1277 -2.7944 -1.8451  0.314
H49 -8.9885 -1.9630 0.5118  0.483
H50 -9.6428 -0.6004 2.4713  0.426
H51 -7.9021 0.5476 3.8107  0.415
H52 -5.5177 0.3441 3.1701  0.442
H53 -4.8809 -0.9447 1.1833  0.415
B2 -4.2247 -4.9529 2.2221  0.401
C42 -3.5845 -4.0366 1.1628  -0.065
N12 -3.1351 -3.3090 0.3720  -0.764
H54 -3.3216 -5.5727 2.7408  -0.129
H55 -4.9971 -5.6696 1.6244  -0.110
H56 -4.7854 -4.2058 2.9977  -0.134

The LUMO energy is -3.33 eV. The HOMO energy is -10.868 eV. The value obtained for the gap between HOMO and LUMO is 7.54 eV. Its energy above the lowest of the compared OMol25 structures with the same formula, charge and spin is 48.0 kJ/mol. Its net charge is +1. The max |F| is 0.80 eV/A.


# 2
Entry from OMol25: a molecular structure, C42H56BBiN5O4P2 in a non-equilibrium geometry (wB97M-V/def2-TZVPD).

Each line ends with the Mulliken charge.
Atoms and positions in Å:
Bi1 -0.5171 -0.9591 0.0526  1.136
C1 2.3155 -4.1195 -1.7978  -2.078
C2 2.8722 -2.9546 -0.9551  2.629
C3 4.4135 -2.7788 -1.0637  -2.235
C4 2.5683 -3.3283 0.5086  -1.320
P1 1.9852 -1.3878 -1.3312  -0.396
C5 3.1104 0.0161 -0.6364  -0.783
N1 2.6561 0.3430 0.6754  0.504
B1 1.2825 0.2930 1.2044  0.758
N2 1.3752 0.9648 2.4614  0.427
C6 0.1406 1.4131 3.1198  -1.059
P2 -1.1984 0.2458 2.5660  0.141
C7 -1.4070 -0.9746 3.9950  2.287
C8 -1.4953 -0.2860 5.3784  -1.821
C9 -0.2251 -1.9693 4.0141  -1.661
C10 -2.6711 -1.8255 3.7775  -1.908
C11 -2.6361 1.5210 2.4514  1.784
C12 -2.5251 2.6777 3.5273  -1.809
C13 -3.9759 0.7887 2.8124  -1.935
C14 -2.7242 2.1940 1.0424  -1.871
C15 2.6748 1.3138 2.7971  0.423
C16 3.2947 1.7458 4.0036  -0.875
C17 4.6868 1.6164 4.1199  -0.598
C18 5.4622 1.0321 3.1184  -0.817
C19 4.8800 0.6946 1.8578  -0.711
C20 3.4985 0.8395 1.6774  0.371
C21 2.0620 -1.0874 -3.2167  2.128
C22 0.9180 -1.9721 -3.8861  -1.819
C23 1.7166 0.3795 -3.6140  -2.155
C24 3.4694 -1.4152 -3.8019  -2.056
H1 2.4728 -5.0419 -1.2388  0.519
H2 2.7522 -4.2914 -2.7970  0.231
H3 1.2530 -4.0364 -1.8469  0.391
H4 4.7767 -3.8008 -1.0431  0.580
H5 4.8071 -2.2248 -0.2145  0.464
H6 4.7591 -2.2795 -1.9567  0.310
H7 3.2529 -4.1599 0.8913  0.545
H8 1.5386 -3.6918 0.6255  0.010
H9 2.7283 -2.4953 1.1760  0.233
H10 3.0733 0.8876 -1.3230  0.162
H11 4.1646 -0.3344 -0.6769  0.308
H12 -0.1805 2.3922 2.7119  0.209
H13 0.1963 1.4311 4.1893  0.371
H14 -0.5105 0.1737 5.5948  0.372
H15 -1.6092 -1.0284 6.1552  0.517
H16 -2.3126 0.4126 5.5379  0.227
H17 0.6916 -1.4823 4.3053  0.329
H18 -0.0542 -2.4096 2.9967  0.160
H19 -0.4816 -2.7640 4.7020  0.648
H20 -3.5770 -1.3582 4.1479  0.368
H21 -2.5808 -2.7606 4.3992  0.491
H22 -2.8393 -2.1967 2.7571  0.186
H23 -2.2001 2.2951 4.5120  0.286
H24 -3.5070 3.0889 3.6103  0.550
H25 -1.8238 3.4858 3.2604  0.412
H26 -4.1344 0.7863 3.9097  0.355
H27 -4.0300 -0.2500 2.4442  0.326
H28 -4.8117 1.3097 2.3599  0.514
H29 -1.8024 2.7534 0.7854  0.177
H30 -3.4980 2.9432 1.0372  0.689
H31 -2.8802 1.4552 0.2744  0.314
H32 2.7485 2.1968 4.8387  0.397
H33 5.2248 2.0318 4.9656  0.388
H34 6.5158 0.8327 3.3257  0.388
H35 5.5136 0.2714 1.0844  0.435
H36 -0.0373 -1.6284 -3.5180  0.416
H37 0.9493 -3.0233 -3.7197  0.352
H38 0.9604 -1.8071 -4.9615  0.531
H39 1.0283 0.9030 -2.9789  0.511
H40 1.2255 0.3553 -4.6014  0.563
H41 2.5816 1.0013 -3.8169  0.361
H42 3.7792 -2.4675 -3.7058  0.300
H43 4.2499 -0.7588 -3.4001  0.392
H44 3.4239 -1.2035 -4.8604  0.557
O1 -0.3548 -4.7201 -0.2795  -0.654
C25 -1.3715 -4.0709 -0.2201  0.569
O2 -1.5826 -2.9042 0.4305  -0.272
C26 -2.5783 -4.6224 -0.8929  0.174
C27 -3.5986 -3.7018 -1.1463  -0.740
C28 -4.5010 -3.9476 -2.1690  -1.074
C29 -4.4263 -5.1973 -2.7466  0.826
O3 -5.1786 -5.6735 -3.7964  -0.469
C30 -4.6296 -6.9328 -4.1582  -0.170
O4 -3.7460 -7.3494 -3.0659  -0.472
C31 -3.5860 -6.2270 -2.2777  0.751
C32 -2.5407 -5.9633 -1.4245  -0.957
H45 -3.6027 -2.8139 -0.5225  0.541
H46 -5.1812 -3.1640 -2.4798  0.434
H47 -4.0233 -6.7981 -5.0798  0.252
H48 -5.4116 -7.6913 -4.2566  0.235
H49 -1.7263 -6.6553 -1.1487  0.483
N3 1.0627 11.0417 -1.3818  -0.491
C33 0.6720 9.9415 -1.5598  -0.031
C34 0.2249 8.6278 -1.6721  0.522
C35 0.6925 7.6877 -0.7449  -0.972
C36 0.3676 6.3541 -0.8741  -0.170
C37 -0.5397 5.9804 -1.9354  0.982
C38 -0.8580 6.9021 -2.9030  -0.378
C39 -0.5068 8.2224 -2.7806  -0.865
N4 -0.8970 4.6193 -2.0423  0.321
C40 -2.0886 4.1092 -2.7221  -0.150
C41 -1.9557 2.7529 -2.6721  -1.047
N5 -0.8007 2.3850 -1.9532  -0.078
C42 -0.1953 3.5111 -1.6557  -0.458
H50 1.3359 8.1132 0.0752  0.328
H51 0.7547 5.6400 -0.1412  0.387
H52 -1.4046 6.6061 -3.7750  0.439
H53 -0.8354 8.9849 -3.5135  0.382
H54 -2.8965 4.7548 -3.1131  0.432
H55 -2.6232 2.0238 -3.0844  0.520
H56 0.7263 3.6416 -1.1138  0.338

The LUMO energy is -4.09 eV. The HOMO energy is -10.056 eV. The value obtained for the gap between HOMO and LUMO is 5.96 eV. Its energy above the lowest of the compared OMol25 structures with the same formula, charge and spin is 183.0 kJ/mol. Its net charge is +1. The max |F| is 5.43 eV/A.